96
Properties=species:S:1:pos:R:3:forces:R:3 method="wB97M-V/def2-TZVPD" energy_ev=-66722.5162 multiplicity=1 e_lumo_ev=0.52 de_lowest_kcal_mol=41.4
O -4.8850 -0.4251 0.4574 0.0 0.4 -2.1
C -4.7608 -0.1173 -0.7258 0.2 1.1 2.1
C -4.3549 1.2665 -1.3235 0.6 -2.1 1.1
C -4.4237 1.0251 -2.7923 -0.3 1.4 -1.2
C -4.3883 -0.4954 -2.9502 0.6 1.6 0.5
O -4.8506 -0.9988 -1.7033 -0.5 -1.2 0.0
H -4.8800 2.0951 -0.9285 -0.7 0.7 0.5
H -3.3046 1.3657 -1.0026 -0.3 0.1 -0.1
H -5.2913 1.4804 -3.3176 0.2 -0.4 0.7
H -3.5753 1.5621 -3.2061 0.3 -0.4 -0.6
H -5.0591 -0.7758 -3.7326 -0.1 -0.8 -0.4
H -3.3458 -0.7803 -3.0272 -0.1 -0.5 -0.5
O -1.1092 0.4642 4.3949 1.3 0.4 0.4
C -2.2311 0.5590 4.0368 -2.0 -0.5 -1.2
C -3.3629 -0.4795 4.1756 0.4 1.2 0.0
C -4.5824 0.4348 3.9567 -0.7 -0.1 -0.9
C -4.0604 1.4608 2.9182 -1.1 -0.5 -1.4
O -2.6983 1.5892 3.2525 1.9 0.1 0.6
H -3.2154 -1.1035 3.2871 -0.2 -0.3 0.2
H -3.2575 -1.0731 5.1100 -0.3 0.5 -0.7
H -5.4584 -0.0653 3.5500 0.1 -0.3 -0.1
H -4.9248 0.8940 4.8545 0.1 0.5 0.9
H -4.2093 1.0105 1.8928 0.7 0.2 1.0
H -4.4713 2.4914 2.7417 0.1 -0.9 1.2
O 4.9042 -0.7356 2.5708 -0.9 -1.0 0.4
C 4.2925 -1.7102 2.9291 -0.5 -0.8 -0.3
C 4.8013 -3.0986 3.3895 1.1 1.1 0.8
C 3.6595 -3.6599 4.2383 0.8 0.4 -0.5
C 2.4427 -3.0341 3.5907 -1.1 1.3 0.0
O 2.8995 -1.8021 2.9294 1.3 0.1 0.0
H 4.9343 -3.7290 2.5329 0.0 -0.1 -0.8
H 5.8192 -3.0449 3.8718 -1.2 0.1 -0.2
H 3.7214 -4.7306 4.1737 -0.5 -0.5 0.2
H 3.7665 -3.3188 5.2603 -0.1 -0.1 0.3
H 1.8415 -3.6137 2.8864 0.8 -0.2 -0.1
H 1.7100 -2.6362 4.2920 0.1 -0.2 0.5
O 3.4547 1.7589 -4.0705 -0.8 0.5 -0.4
C 2.6068 2.5087 -3.6646 0.2 0.8 0.3
C 2.4284 2.9336 -2.2083 -1.2 -0.2 0.2
C 0.9172 3.3442 -2.1403 -0.2 -0.6 -1.2
C 0.6895 3.8355 -3.6083 -0.2 -1.4 0.4
O 1.6812 3.1742 -4.4580 0.1 -1.0 1.0
H 2.6967 2.1053 -1.5794 -0.2 -0.6 0.2
H 3.1405 3.7124 -1.8953 -0.4 0.2 -0.6
H 0.1542 2.5282 -1.9303 1.5 0.5 -0.1
H 0.6781 4.1461 -1.4617 0.2 0.3 0.2
H -0.3465 3.6573 -3.9631 0.8 -0.3 0.0
H 0.8746 4.8631 -3.7052 0.3 1.6 -0.1
O -3.1321 3.9346 0.5602 0.8 0.9 1.2
C -2.1983 4.3155 1.2519 -2.6 -1.0 -0.4
C -0.7938 4.1978 0.8416 2.0 -0.5 1.0
C -0.1320 4.1634 2.2882 1.4 1.1 -1.4
C -1.0633 4.7954 3.2317 -2.6 0.5 1.8
O -2.3664 4.7665 2.5364 0.6 -0.2 -0.7
H -0.6287 3.2395 0.2496 -0.2 1.4 0.8
H -0.4928 5.0823 0.2154 -0.2 -0.8 0.7
H -0.1072 3.2314 2.7468 0.7 -2.4 -0.4
H 0.8553 4.6285 2.3983 -0.1 -0.3 -0.4
H -1.2092 4.1879 4.2068 0.2 0.9 -1.6
H -0.8487 5.8185 3.5508 -0.1 0.1 -0.4
O 2.2732 -4.7295 1.0672 -1.4 -1.5 1.5
C 2.6987 -4.1487 0.1371 0.5 0.5 -2.2
C 2.2223 -4.0600 -1.3119 -0.3 -0.5 -0.8
C 3.4170 -3.4241 -2.0407 -0.1 0.3 -0.8
C 4.2642 -2.7972 -0.9726 -0.8 1.4 1.4
O 3.7586 -3.3818 0.2684 1.8 0.7 0.2
H 2.0981 -5.0303 -1.8431 -0.5 0.4 1.1
H 1.2481 -3.5105 -1.2886 1.0 -0.3 -0.3
H 3.9973 -4.2268 -2.4851 -0.1 -0.1 -0.4
H 3.1585 -2.6769 -2.8143 0.0 -0.5 0.4
H 5.3587 -2.9932 -1.0115 -0.9 0.3 -0.1
H 3.9703 -1.7148 -0.8724 1.0 -0.9 -0.2
O -1.2378 -0.2980 -2.1009 1.2 -0.4 -2.0
C -0.5179 -0.7187 -3.0102 -0.3 0.5 0.5
C -0.3703 -2.1167 -3.5055 0.3 0.1 -1.2
C 0.5976 -2.0637 -4.7343 -1.5 1.1 0.5
C 1.3308 -0.7450 -4.4222 1.0 0.2 -0.8
O 0.3061 0.0208 -3.7504 0.3 1.6 0.6
H 0.0610 -2.6413 -2.7049 0.4 -1.1 1.0
H -1.3445 -2.4816 -3.7314 -0.7 -0.6 -0.1
H 1.1973 -2.9415 -4.8640 0.4 -0.4 0.1
H -0.0228 -1.9236 -5.6576 0.6 -0.1 0.7
H 2.2825 -0.7651 -3.7749 -1.7 -0.2 -0.8
H 1.5958 -0.2069 -5.3697 -0.3 -0.3 1.0
O 1.8414 -0.5721 -1.3788 -1.2 -0.1 1.1
C 1.0591 -0.5196 -0.4443 0.7 1.6 0.5
C 0.1961 -1.6087 0.1488 1.2 -0.8 1.9
C -0.5406 -0.9123 1.3690 0.1 -1.0 -1.9
C 0.1977 0.3625 1.5308 1.5 1.7 0.0
O 0.8697 0.6581 0.2847 0.7 -1.8 -1.5
H -0.3980 -2.0363 -0.6854 0.1 0.1 1.1
H 0.9038 -2.3715 0.6588 -1.0 0.9 -1.3
H -1.5652 -0.7800 1.0605 -0.5 0.2 0.3
H -0.4459 -1.4419 2.2952 -0.3 -0.7 0.3
H -0.4130 1.2391 1.6721 -0.5 0.1 0.5
H 1.0019 0.3583 2.3058 -0.8 -0.3 -0.4